This record from the OMol25 dataset describes 5 unconnected molecules or ions with the total composition C4H18O4. The level of theory is ωB97M-V/def2-TZVPD.

Each line ends with the natural charge from an NBO analysis.
Cartesian coordinates (Å):
1 C 2.2176 -1.1151 -2.2958  -0.608
2 C 1.7446 -0.5919 -0.9533  -0.245
3 C 0.3032 -0.0459 -0.9828  -0.608
4 C 1.8433 -1.6397 0.1760  -0.608
5 H 1.5339 -0.9151 -3.1315  0.189
6 H 3.1937 -0.7198 -2.5505  0.214
7 H 2.3442 -2.1900 -2.3815  0.211
8 H 2.3661 0.2744 -0.7180  0.202
9 H 0.1540 0.7228 -0.2097  0.205
10 H -0.4985 -0.7549 -0.7878  0.206
11 H 0.0011 0.4659 -1.9013  0.207
12 H 2.2613 -2.5921 -0.1854  0.206
13 H 2.4132 -1.3343 1.0585  0.213
14 H 0.8744 -1.9720 0.5562  0.210
15 O -1.1014 -0.6256 4.9049  -0.975
16 H -0.3619 -0.5233 4.3113  0.462
17 H -1.8399 -0.1008 4.5236  0.490
18 O 0.3053 1.9840 -3.2960  -0.941
19 H -0.1269 2.1230 -4.1347  0.474
20 H 0.7164 1.1266 -3.2893  0.473
21 O -2.5617 0.9186 3.2809  -0.957
22 H -2.8115 1.6219 3.8950  0.471
23 H -3.2916 0.8758 2.6462  0.502
24 O -3.1919 1.3660 0.6602  -0.961
25 H -2.4558 1.8742 0.3342  0.491
26 H -4.0313 1.7673 0.4708  0.478

Results
Energy relative to the best compared isomer or geometry (same formula, charge and spin) ... 23.36 kcal per mole
Highest occupied orbital energy ... -10.40 eV
LUMO ... 0.41 eV
Structure (SMILES) ... CC(C)C.O.O.O.O